# C36H102Br6O40P10

A 13-piece molecular cluster, C36H102Br6O40P10 overall (the ωB97M-V functional and the def2-TZVPD basis, the OMol25 dataset).

XYZ file:
```
194
Properties=species:S:1:pos:R:3
H 1.823 0.464 -5.101
H -2.197 -6.997 7.647
C 2.660 5.554 -2.563
H 4.253 2.843 -3.128
H -0.114 -3.827 5.266
O 3.678 -1.103 -6.917
C -4.366 1.088 -1.516
H -2.945 -3.162 0.812
O -3.020 1.589 4.914
C 0.049 -8.723 3.745
H -1.593 -2.432 7.534
H -1.502 -5.079 -8.183
Br -2.328 -1.441 5.475
H -1.223 -1.200 -5.998
H -3.599 4.815 2.391
O 1.871 5.568 -3.666
Br 0.746 -4.177 7.541
H 8.076 2.456 1.123
H 3.200 -2.961 -7.493
C -1.287 3.511 -4.132
C -7.131 -1.735 0.008
C -0.166 -3.195 6.124
H -7.713 -0.889 -0.460
H 2.191 -3.474 -4.789
H 1.998 -1.617 -8.052
H -2.343 -1.141 -4.616
C -1.430 -7.013 6.829
H -2.143 -3.344 -8.120
P 1.198 4.285 -4.327
H 1.444 -4.520 -3.583
C -1.570 -2.848 6.534
O -4.993 -5.254 -0.178
H 1.262 3.629 3.658
H 3.642 5.193 -2.794
H 0.921 4.029 1.982
O -0.238 -5.919 4.350
H 6.187 -3.534 -4.384
Br 2.862 -2.937 -0.772
H -1.796 -4.190 1.611
O -1.552 -5.301 -5.733
H 2.531 2.195 0.479
H -1.971 0.787 2.467
H -4.157 -3.391 -3.806
H 0.554 -9.391 4.463
H -3.577 -6.468 -3.768
H -0.733 -3.843 -9.112
H -5.149 1.580 -2.096
H -6.472 -2.257 -0.702
C -1.278 -3.994 -8.214
H -1.027 -8.004 6.624
H -0.670 -6.338 7.083
P -2.158 2.906 5.105
C 1.610 4.148 2.777
O 4.891 -2.426 -5.370
H -3.853 -7.749 2.869
O -0.812 1.264 -1.857
P -1.471 -6.703 4.308
C -4.383 1.639 5.458
H -3.551 0.747 -2.217
H 2.475 7.645 4.771
O 3.110 7.143 1.616
H 1.460 9.131 4.740
O -2.986 3.955 4.227
C 2.038 8.460 4.130
H 5.397 1.625 -3.064
H 5.978 3.342 -2.878
C 4.804 -1.407 0.697
H 1.720 7.266 -0.556
H -5.234 -4.702 -3.236
H -3.347 2.966 2.394
H 0.881 -7.989 3.606
C -3.014 3.977 2.805
H 6.328 -1.890 -3.881
H 2.542 3.416 -7.217
H 1.403 -0.263 -3.529
H -0.441 -2.724 -1.765
H -2.212 4.042 -4.343
O -1.352 0.901 0.542
O -4.770 0.799 1.763
P -5.558 0.282 0.622
C -2.889 -6.688 -2.969
H -1.572 -0.734 1.764
O 1.837 2.992 -4.122
H 0.383 8.260 -0.009
O 5.343 2.378 1.283
H 1.315 -4.933 -5.354
H -4.354 1.507 6.494
H -4.836 2.625 5.367
O -2.195 -6.632 5.679
H 3.020 -0.444 -0.264
C -3.896 -6.729 3.151
O 5.213 4.624 -0.155
O 1.144 7.973 3.086
C 5.572 -2.663 -4.175
H 0.407 -2.310 5.927
H 0.905 2.827 -0.087
O -0.780 2.650 4.680
O 1.142 0.747 -0.148
H -1.209 -3.278 0.360
C 1.582 0.517 6.244
P -0.436 0.494 -0.630
H -4.933 0.905 4.849
P 1.786 6.830 2.171
O -2.399 -4.934 -0.163
H -0.733 -1.305 -2.781
O 0.131 -3.419 -4.688
C -7.016 2.495 0.634
H -2.653 4.610 8.069
H -1.028 4.824 7.267
P 4.171 -1.034 -5.402
O -3.659 -4.102 -1.997
H 2.911 6.540 -2.218
H 2.593 5.090 -7.442
H 1.998 -2.164 -6.424
H -2.960 -1.369 -6.350
H 2.266 4.857 -1.815
H 0.646 0.539 5.832
H 2.085 2.144 -1.271
H 2.936 0.698 -3.901
C -4.692 -3.833 -2.908
C 1.673 2.060 -0.279
H 7.274 1.114 0.223
Br 5.780 -1.156 -1.014
O -2.492 3.379 6.568
H -4.469 -6.685 4.083
H 5.197 -0.681 1.371
C -2.076 -3.840 0.659
C 3.322 -1.326 0.326
H 1.618 -0.307 7.016
H -0.136 -9.282 2.783
O 0.703 6.529 1.099
O 2.899 -1.272 -4.478
O 1.567 5.577 3.140
O -1.296 -8.256 3.926
C 5.185 2.613 -2.678
H -3.976 1.830 -0.859
Br 2.511 -0.135 4.651
O -6.619 1.311 0.025
H 2.653 3.939 2.471
H 3.238 4.276 -5.938
C 7.867 2.050 0.174
H -1.034 2.946 -5.093
H 5.143 -2.383 1.062
H 5.279 5.292 1.728
C -2.180 -1.543 -5.604
H 2.905 8.979 3.677
H 0.091 6.690 -0.877
H -2.522 -7.718 -2.978
H -4.452 -6.167 2.412
H -7.277 2.378 1.725
O -0.358 -3.593 -7.156
O 4.767 2.462 -1.295
O -6.256 -1.047 1.016
C -2.134 4.733 7.118
Br 1.087 2.369 8.415
C 2.430 4.365 -6.663
H 3.184 1.575 7.248
C 2.194 1.772 6.866
H -7.897 2.940 0.147
H -0.355 0.507 2.310
C 2.181 -0.032 -4.190
O 5.007 0.143 -5.130
H 6.751 5.692 0.717
H -5.353 -3.033 -2.469
C 2.654 -2.020 -7.256
P -0.981 -3.966 -5.749
C 0.698 7.215 -0.138
H -2.218 -3.691 6.431
H 2.086 2.644 6.216
H -2.070 -1.807 -1.656
H 2.620 -1.400 1.178
H -2.521 5.503 6.473
C -1.296 0.272 1.812
C 5.707 5.588 0.799
O 7.033 2.943 -0.536
H -1.439 2.851 -3.248
P -3.730 -5.237 -0.954
H -2.018 3.994 2.409
C 1.344 -4.200 -4.613
H -1.989 -6.009 -3.129
O -2.606 -6.137 3.369
P 5.511 3.025 -0.027
H 4.913 -2.863 -3.329
C -1.001 -1.783 -1.798
O -2.194 -2.979 -5.469
O -4.783 -0.082 -0.733
H 5.239 6.593 0.592
O -0.287 4.512 -3.909
O 1.190 4.617 -5.940
H 8.774 1.961 -0.439
H -6.174 3.212 0.644
O -3.462 -6.614 -1.618
H -7.812 -2.395 0.505
O -0.322 -1.054 -0.693
```

For the HOMO-LUMO gap, the calculation gives 9.906 eV. As for the spin multiplicity: 1. As for the charge: 0. Its lowest unoccupied orbital energy is 0.33 eV.

***

# C20H40N3O8S2

A 3-piece molecular cluster, C20H40N3O8S2 overall (the ωB97M-V functional and the def2-TZVPD basis, the OMol25 dataset).

XYZ file:
```
73
Properties=species:S:1:pos:R:3
H 2.752 -4.726 -2.399
H 1.113 -4.200 -6.109
C -1.599 -3.077 0.008
C 1.200 -2.475 -3.216
O -0.034 6.299 -0.388
N -0.995 -3.482 1.286
O -1.162 5.724 1.737
C 0.090 -0.510 -0.246
O -0.166 0.447 4.056
H -2.610 2.912 0.822
H -2.530 3.649 -1.587
H -1.041 -4.696 -2.065
H -1.401 2.012 -0.108
C -0.665 2.804 5.836
O -1.490 1.609 5.762
H -0.932 -0.491 0.120
H 4.816 0.423 -0.751
C 1.588 -5.573 -3.996
C 0.433 -3.637 -3.168
H 1.596 -0.728 -2.237
O 1.906 -6.252 -4.922
H -2.222 -2.204 0.173
C 2.274 -5.664 -2.663
H -0.371 -5.121 -6.006
H -2.271 4.174 5.402
H 0.342 2.561 5.494
H -2.523 -1.278 4.156
S -1.513 0.800 4.410
C -2.351 -0.625 5.010
H 2.702 -1.214 -4.044
C -0.604 -2.825 -1.100
C -2.146 7.684 0.324
H -1.594 8.409 0.918
H -3.299 -0.315 5.440
H 1.839 -2.141 -5.245
C 2.242 -2.179 -4.240
C -1.250 3.977 5.077
S -1.232 6.184 0.385
H 2.990 -6.472 -2.699
C -1.792 3.988 -0.862
H 0.287 0.418 -0.780
C -1.670 2.997 0.279
H -0.645 4.865 5.256
H 3.038 -2.919 -4.224
C 3.835 0.636 -1.167
O -2.262 5.276 -0.425
H 3.868 0.504 -2.246
N 1.015 -1.558 -2.245
H -3.128 7.512 0.755
O 2.875 -0.283 -0.650
C 0.164 -1.660 -1.205
H 1.233 -1.637 1.253
H 0.637 -0.061 1.761
H 1.541 -5.909 -1.895
H -0.345 -3.399 -5.540
H 3.553 1.667 -0.965
C 0.202 -4.336 -5.532
H -0.955 -2.709 1.935
H -0.609 3.025 6.898
C -0.453 -3.790 -2.097
H -1.272 3.799 4.003
C 2.390 0.082 0.641
H 3.119 -0.192 1.404
H -0.906 3.302 0.992
H -2.238 -3.893 -0.318
N 0.508 -4.687 -4.133
C 1.068 -0.614 0.933
H -0.844 4.114 -1.390
H 2.261 1.165 0.682
H -0.060 -3.844 1.163
O -2.347 1.466 3.457
H -2.219 8.012 -0.709
H -1.727 -1.120 5.748
```

For the HOMO-LUMO gap, the calculation gives 8.813 eV. As for the spin multiplicity: 1. As for the charge: +1. Its lowest unoccupied orbital energy is -3.62 eV.

***

# C3H10N3O

C3H10N3O as an isolated structure (the ωB97M-V functional and the def2-TZVPD basis, the OMol25 dataset).

XYZ file:
```
17
Properties=species:S:1:pos:R:3
H 1.627 1.811 -0.064
H 2.451 1.083 -1.270
H -2.604 0.171 -1.623
H -0.141 0.878 1.496
H 1.507 -0.498 -0.083
N 1.241 -1.524 0.025
H -0.133 -3.045 0.188
H -3.582 0.128 -0.232
O -1.033 -1.272 0.125
N 2.178 0.994 -0.298
C 0.018 -1.963 0.120
N -2.706 0.424 -0.648
H 3.028 1.038 0.254
H -1.231 2.272 0.983
H 1.996 -2.191 0.015
C -1.652 0.466 0.109
C -0.964 1.228 0.901
```

For the HOMO-LUMO gap (spin up / spin down), the calculation gives 7.117 / 7.594 eV. The expectation value of S² is 2.01. As for the spin multiplicity: 3. The energy relative to the best compared isomer or geometry (same formula, charge and spin) is 1.318 eV. As for the charge: +1. Its lowest unoccupied orbital energy (spin up / spin down) is -2.90 / -7.14 eV.

***

# C10H12CuF6N4O7S4

C10H12CuF6N4O7S4 as an isolated structure (the ωB97M-V functional and the def2-TZVPD basis, the OMol25 dataset).

XYZ file:
```
44
Properties=species:S:1:pos:R:3
H 0.928 1.616 0.576
F 5.428 1.350 3.061
C -0.524 0.270 1.204
C -1.770 -2.947 -2.608
H -5.731 -2.864 0.066
N -1.187 1.307 1.761
N 3.305 3.007 1.533
S -1.143 -1.314 1.283
H -0.639 2.093 2.064
O 0.426 -1.936 -3.503
O 2.671 4.929 -0.013
F 5.703 0.111 1.329
F 1.870 3.786 3.489
F 2.763 5.619 2.806
S 2.236 3.910 0.922
C -4.199 -2.325 -1.355
H -2.313 -4.952 -2.228
O 0.976 3.228 0.677
O 0.483 -3.560 -1.761
H -4.406 -4.418 -1.141
F 3.767 0.333 2.217
H -3.746 -0.249 -1.583
H -1.402 -0.898 -2.693
F 0.655 5.362 2.492
O 3.969 1.702 -0.455
C -3.844 -3.627 -1.621
S 4.472 2.335 0.731
C -5.404 -2.030 -0.491
O -0.021 -4.432 -3.930
H -6.271 -1.641 -1.074
N 1.394 -0.330 0.031
C -3.403 -1.320 -1.869
H 2.195 -0.502 0.637
S -0.113 -3.256 -3.107
H -1.959 1.016 2.323
H -5.218 -1.254 0.244
C 1.831 4.728 2.515
C -2.634 -3.925 -2.200
C -2.158 -1.609 -2.470
O 5.640 3.128 0.713
Cu 0.189 -2.170 -0.333
H 1.713 0.097 -0.820
C 4.846 0.977 1.906
N 0.626 0.653 0.678
```

For the HOMO-LUMO gap, the calculation gives 8.203 eV. As for the spin multiplicity: 1. The energy relative to the best compared isomer or geometry (same formula, charge and spin) is 0.000 eV. As for the charge: -1. Its lowest unoccupied orbital energy is 2.25 eV.

***

# C3H6N2O

C3H6N2O in the gas phase (the ωB97M-V functional and the def2-TZVPD basis, the OMol25 dataset).

XYZ file:
```
12
Properties=species:S:1:pos:R:3
C 1.048 -0.048 1.252
C -0.884 1.233 1.634
H 1.841 -0.448 1.763
O 0.291 0.679 2.019
H 0.644 -1.582 -1.928
C -0.102 -0.783 -2.058
H -1.377 1.685 2.458
H -1.540 1.086 0.661
N 0.842 -0.487 0.044
H -1.068 -1.193 -2.379
N -0.133 -0.065 -0.773
H 0.439 -0.077 -2.692
```

For the HOMO-LUMO gap (spin up / spin down), the calculation gives 8.548 / 7.867 eV. As for the spin multiplicity: 1. The energy relative to the best compared isomer or geometry (same formula, charge and spin) is 5.871 eV. As for the charge: 0. Its lowest unoccupied orbital energy (spin up / spin down) is 0.23 / -0.32 eV.

***

# C6H9Cl

A 2-piece molecular cluster, C6H9Cl overall (the ωB97M-V functional and the def2-TZVPD basis, the OMol25 dataset).

XYZ file:
```
16
Properties=species:S:1:pos:R:3
C 0.525 1.277 -0.675
H -2.722 0.382 -0.097
H -2.240 1.987 -0.301
H 0.274 2.251 -0.683
H -1.187 -3.443 0.137
H 2.755 1.278 -0.301
C 1.829 0.944 0.109
H 1.027 -2.142 -0.929
C -1.924 0.995 -0.213
H -1.742 -1.787 0.377
C 0.199 -1.887 -0.333
C -0.971 -2.362 0.011
C -0.689 0.540 -0.478
Cl 1.053 0.830 -2.462
H 1.956 -0.086 0.091
H 1.575 1.197 1.112
```

For the HOMO-LUMO gap (spin up / spin down), the calculation gives 8.668 / 9.081 eV. As for the spin multiplicity: 1. The energy relative to the best compared isomer or geometry (same formula, charge and spin) is 5.517 eV. As for the charge: 0. Its lowest unoccupied orbital energy (spin up / spin down) is -0.05 / 0.16 eV.

***

# C4H11NO2

A 2-piece molecular cluster, C4H11NO2 overall (the ωB97M-V functional and the def2-TZVPD basis, the OMol25 dataset).

XYZ file:
```
18
Properties=species:S:1:pos:R:3
H 0.863 -1.709 2.259
H 0.143 -0.445 3.163
H -2.310 0.977 -4.513
O -2.904 1.216 -3.801
H -0.725 0.737 0.980
H 1.623 1.134 1.635
C 1.596 1.287 -0.462
H 0.370 -1.562 -0.391
C 1.425 0.468 0.777
H -1.009 -1.374 2.332
H 1.889 -0.537 0.519
N -0.386 -0.936 -0.211
C -0.088 -0.111 0.982
C 0.036 -0.984 2.277
H -1.218 -1.555 -0.216
H -2.726 0.514 -3.178
H 0.724 1.470 -1.140
O 2.698 1.411 -1.012
```

For the HOMO-LUMO gap, the calculation gives 10.205 eV. Its SMILES is C[C@H](N)CC=O.O. As for the spin multiplicity: 1. The energy relative to the best compared isomer or geometry (same formula, charge and spin) is 2.396 eV. As for the charge: 0. Its lowest unoccupied orbital energy is 0.72 eV.

***

# C24H26N2O4SW

C24H26N2O4SW as an isolated structure (the ωB97M-V functional and the def2-TZVPD basis, the OMol25 dataset).

XYZ file:
```
58
Properties=species:S:1:pos:R:3
H -0.025 2.208 -3.716
H -4.251 0.807 -0.684
H 4.580 -2.385 0.312
C 1.537 3.156 -0.882
H -1.616 0.392 -3.709
C -2.085 0.134 -2.767
H 0.468 0.527 -3.493
O 0.188 0.720 2.344
H 1.374 3.929 -1.637
C -0.239 1.543 -1.725
H -2.669 0.755 2.327
C 0.102 -2.439 -1.870
H 2.335 2.508 -1.239
C -1.038 -2.529 0.165
H 0.838 3.334 1.970
H 1.880 3.639 0.026
C -0.109 3.584 1.492
O 1.580 -0.092 -1.172
C -1.649 1.698 0.682
H -2.030 -0.949 -2.640
C 2.587 -0.951 -1.017
C 1.897 -0.830 2.510
O 3.279 -1.368 -1.898
C -0.346 -3.697 -2.198
H -1.953 2.299 2.747
H -1.526 -5.374 -1.547
H -0.855 3.731 2.263
N -0.242 -1.870 -0.697
C 3.895 -2.111 2.356
H 0.741 -1.865 -2.526
H 1.518 1.819 -2.958
C 0.277 2.372 -0.662
H 0.190 0.780 4.702
H -2.159 -4.298 0.617
H 0.030 4.538 0.980
W 0.070 0.072 0.198
C -1.469 0.862 -1.606
C -1.524 -3.797 -0.099
H -3.743 -0.044 0.773
C -2.155 0.877 -0.368
H -3.467 -0.765 -0.807
C 2.756 -1.297 0.426
H -3.140 0.395 -2.838
C 3.825 -1.983 0.975
H -0.055 -4.141 -3.139
C -1.166 -4.383 -1.301
N 1.788 -0.773 1.174
H -3.407 2.244 1.755
O 0.863 0.145 4.404
H 2.987 -1.507 4.223
C 0.484 1.514 -3.040
C 2.930 -1.493 3.143
H 4.712 -2.647 2.821
C -2.452 1.754 1.956
C -3.472 0.172 -0.253
S -1.265 -1.513 1.556
C -0.506 2.547 0.484
C 0.902 0.047 3.110
```

For the HOMO-LUMO gap (spin up / spin down), the calculation gives 7.010 / 7.012 eV. As for the spin multiplicity: 1. The energy relative to the best compared isomer or geometry (same formula, charge and spin) is 0.000 eV. As for the charge: +2. Its lowest unoccupied orbital energy (spin up / spin down) is -7.03 / -7.03 eV.

***

# C14H14BrCoNO2

C14H14BrCoNO2 as an isolated structure (the ωB97M-V functional and the def2-TZVPD basis, the OMol25 dataset).

XYZ file:
```
33
Properties=species:S:1:pos:R:3
C 2.911 0.086 -2.720
C 0.083 1.132 1.762
H 0.701 1.170 3.838
H -3.509 -2.740 -0.369
Br 0.844 -2.261 0.736
C -1.389 0.655 3.611
O 0.995 1.664 1.134
H 4.159 -0.859 -1.095
C 2.412 1.992 -1.493
H -1.226 0.738 -1.873
N -0.843 0.145 1.311
C 3.249 1.149 -0.686
C -0.942 -1.466 -2.060
H 3.439 1.271 0.385
H -1.187 -0.031 4.439
O -2.556 -1.042 2.333
Co -1.100 -1.262 -0.055
C -1.590 -0.260 -1.634
H -3.523 -0.012 -0.446
H -0.047 -1.559 -2.693
H -2.217 1.310 3.900
C -0.182 1.463 3.254
C -1.666 -2.578 -1.554
C 3.548 -0.018 -1.447
H 3.001 -0.605 -3.546
C 2.204 1.344 -2.753
H 1.559 1.678 -3.554
H 1.907 2.886 -1.133
H -0.342 2.530 3.452
H -1.514 -3.629 -1.798
C -2.727 -0.648 -0.825
C -1.692 -0.159 2.369
C -2.759 -2.086 -0.789
```

For the HOMO-LUMO gap (spin up / spin down), the calculation gives 6.928 / 6.213 eV. The expectation value of S² is 6.04. As for the spin multiplicity: 5. The energy relative to the best compared isomer or geometry (same formula, charge and spin) is 0.349 eV. As for the charge: -1. Its lowest unoccupied orbital energy (spin up / spin down) is 3.46 / 1.34 eV.

***

Question: Look up the charge of the fourth one.
Answer: -1

***

Question: Which value of charge does entry 2 give?
Answer: +1